Computed, not measured: a cluster of 4 separate species, C15H40BBr2FNO6P2 in total in a non-equilibrium geometry, with ωB97M-V/def2-TZVPD.

Calculated values
2S+1: 1
Charge: -1

Cartesian coordinates (Å):
C  1.69927  -1.27142  2.50162
B  0.93083  -0.87354  1.15349
O  1.03086  -1.73291  0.00656
C  -0.01125  0.43991  0.96694
P  0.26470  0.98461  -0.81562
N  -0.03559  2.51871  -1.13853
O  -1.33095  -0.14813  1.00341
P  -2.41480  0.47584  2.21535
Br  -1.55189  -0.85464  3.94981
C  -3.34672  1.34224  0.75749
C  -4.59139  0.53361  0.25386
C  -4.20339  -0.82999  -0.41872
F  -5.60613  0.36582  1.21777
O  -1.35383  1.83299  2.53852
C  -0.03282  1.51265  2.12334
Br  1.00728  3.18408  1.93118
H  2.58728  -1.92048  2.27576
H  2.00666  -0.40164  3.12035
H  1.03228  -1.90642  3.14103
H  0.13059  -1.91414  -0.29674
H  -0.58015  0.17973  -1.65355
H  1.62472  0.69398  -1.16404
H  0.80502  2.97536  -1.49006
H  -3.38892  -0.57435  2.13413
H  -3.26720  1.02350  3.22785
H  -3.64945  2.34332  1.15459
H  -2.66928  1.48861  -0.12000
H  -5.06012  1.14333  -0.56203
H  -5.10945  -1.42354  -0.69887
H  -3.61841  -1.48297  0.27314
H  -3.56329  -0.66091  -1.31036
H  0.39759  1.07455  3.05734
C  4.89905  -3.59515  0.44933
C  4.18793  -4.58891  -0.45630
C  4.12713  -4.08146  -1.88791
O  2.86715  -4.81446  0.02854
H  4.36581  -2.63968  0.46992
H  4.92801  -3.96567  1.47652
H  5.92270  -3.41586  0.11225
H  4.70842  -5.54919  -0.42851
H  3.56914  -3.14136  -1.94269
H  3.60538  -4.79760  -2.52716
H  5.12706  -3.91673  -2.29051
H  2.39861  -3.96986  0.00794
C  -8.03777  2.98856  0.26307
C  -6.98011  3.77282  1.02327
C  -7.49989  5.13994  1.44262
O  -5.82450  3.93164  0.20601
H  -8.32804  3.51472  -0.65256
H  -7.64688  2.01481  -0.03810
H  -8.93054  2.83318  0.87336
H  -6.67167  3.21031  1.90634
H  -7.77215  5.73760  0.56669
H  -6.72752  5.69483  1.97882
H  -8.37673  5.04911  2.08809
H  -6.08034  4.42830  -0.57770
C  6.43215  -0.50867  -3.90365
C  6.25330  -1.01243  -2.47995
C  6.90980  -0.07838  -1.47568
O  6.81890  -2.31767  -2.35988
H  7.49339  -0.45372  -4.16558
H  5.96407  -1.19333  -4.61375
H  5.99063  0.48181  -4.03090
H  5.18893  -1.10353  -2.25425
H  7.98707  -0.00910  -1.65658
H  6.78128  -0.45712  -0.45984
H  6.48257  0.92487  -1.53063
H  7.75919  -2.25333  -2.55588

Computed, not measured: a structure of composition H3INO2P in a non-equilibrium geometry, with ωB97M-V/def2-TZVPD.

Calculated values
ΔE to the lowest compared entry with this formula, charge and spin (kcal per mole): 9.2
2S+1: 1
Charge: 0

Cartesian coordinates (Å):
N  -1.13819  0.90186  0.58258
O  1.16669  1.69523  1.20851
O  1.09809  -1.35489  -0.86300
P  0.17521  0.67086  1.52102
I  -2.63574  -0.53837  0.58908
H  -1.05966  1.48867  -0.24102
H  1.04560  -0.67267  -1.51130
H  1.34799  -2.19069  -1.28587

Computed, not measured: a cluster of 2 separate species, C3H9N3 in total in a non-equilibrium geometry, with ωB97M-V/def2-TZVPD.

Calculated values
ΔE to the lowest compared entry with this formula, charge and spin (kcal per mole): 56.8
2S+1: 1
Charge: 0

Cartesian coordinates (Å):
H  -1.56078  -2.53414  -1.99036
N  -1.39508  -2.23501  -1.02916
C  -2.13964  -1.18064  -0.85659
N  -1.65337  0.09203  -0.75126
H  -3.20231  -1.36325  -0.97697
H  -2.27384  0.77476  -0.31827
H  -0.73573  0.20908  -0.30420
C  1.66710  1.86664  1.35339
C  1.91161  0.88171  0.48422
N  1.16127  -0.28920  0.35472
H  0.74470  1.75832  1.92535
H  2.30664  2.73169  1.45033
H  2.66654  1.03296  -0.30210
H  0.91556  -0.76819  1.21061
H  1.58733  -0.97675  -0.24971

The E_HOMO results, record by record, are as follows: -5.07 -9.69 -7.97 eV.
The DFT total energy results, record by record, are as follows: -7057.21793 -846.08602 -283.89264 Ha.